Record 1
The following is a quantum chemistry calculation of a molecular structure, C31H38N4O13S3V, from the OMol25 dataset.

XYZ file:
```
90
Properties=species:S:1:pos:R:3:lowdin_charge:R:1
V 0.116 -0.349 -0.058 0.873
O 1.831 -3.282 -2.723 0.148
C 2.336 -2.374 -1.884 -0.458
O 2.795 -1.323 -2.263 0.069
C 2.278 -2.812 -0.444 -0.056
O 1.704 -1.747 0.315 -0.203
C 1.065 -2.226 1.539 -0.222
C -0.260 -2.893 1.079 -0.589
O -0.576 -3.989 1.489 0.091
O -0.889 -2.123 0.255 -0.116
H 1.934 -2.933 -3.623 0.134
H 3.298 -2.959 -0.071 0.125
H 1.687 -3.725 -0.354 0.149
H -0.265 -0.786 2.287 0.105
H 1.743 -2.893 2.069 0.173
O -0.040 -0.169 -2.149 -0.553
S 0.890 0.753 -2.925 1.057
C 0.083 2.376 -2.942 -0.290
C -1.303 2.470 -3.566 -0.210
C -2.428 1.865 -2.723 -0.208
C -2.771 2.731 -1.507 -0.306
S -2.715 1.852 0.068 1.031
O -1.352 1.224 0.088 -0.552
C -3.952 0.612 -0.267 -0.380
C -3.614 -0.726 -0.316 -0.045
C -4.624 -1.657 -0.531 -0.037
C -5.938 -1.245 -0.685 -0.069
C -6.263 0.106 -0.612 -0.075
C -5.269 1.042 -0.391 -0.091
C 0.604 0.263 -4.614 -0.387
C -0.365 -0.681 -4.911 -0.067
C -0.547 -1.061 -6.235 -0.064
C 0.232 -0.499 -7.236 -0.075
C 1.209 0.437 -6.922 -0.070
C 1.407 0.816 -5.603 -0.076
H 0.800 3.016 -3.463 0.102
H 0.103 2.653 -1.885 0.083
H -1.294 2.007 -4.555 0.107
H -1.514 3.531 -3.736 0.121
H -2.145 0.863 -2.400 0.091
H -3.320 1.757 -3.342 0.122
H -3.767 3.174 -1.564 0.090
H -2.061 3.550 -1.367 0.094
H -2.601 -1.066 -0.154 0.077
H -4.369 -2.708 -0.556 0.119
H -6.718 -1.977 -0.846 0.106
H -7.291 0.426 -0.714 0.106
H -5.522 2.093 -0.303 0.109
H -0.953 -1.110 -4.110 0.116
H -1.299 -1.799 -6.481 0.109
H 0.087 -0.800 -8.266 0.106
H 1.827 0.862 -7.701 0.108
H 2.186 1.524 -5.345 0.117
N -2.797 2.828 3.996 0.015
C -1.884 1.743 3.641 -0.158
C -2.652 0.554 3.085 -0.529
O -3.971 0.620 3.250 0.118
O -2.123 -0.378 2.532 0.087
H -2.505 3.305 4.837 0.085
H -4.128 1.478 3.703 0.096
H -2.864 3.515 3.256 0.080
H -1.350 1.382 4.519 0.122
H -1.115 2.007 2.914 0.108
C 1.897 2.637 2.181 -0.043
N 2.929 2.117 1.307 0.035
C 2.637 1.461 0.177 -0.588
N 3.671 1.007 -0.563 0.204
O 1.447 1.332 -0.232 -0.138
H 2.081 3.689 2.401 0.084
H 1.862 2.078 3.118 0.077
H 0.935 2.541 1.682 0.069
H 3.830 1.877 1.724 0.096
H 4.570 0.940 -0.101 0.099
H 3.452 0.255 -1.206 0.071
O 0.674 0.175 4.169 0.079
C 1.252 -0.689 3.540 -0.386
N 0.730 -1.055 2.297 0.131
S 3.992 -0.726 1.975 0.720
O 5.005 0.336 2.317 -0.496
O 4.595 -1.849 1.193 -0.478
C 3.675 -1.522 3.575 -0.270
C 4.687 -2.207 4.234 -0.058
C 4.442 -2.790 5.463 -0.070
C 3.181 -2.686 6.046 -0.075
C 2.173 -2.000 5.395 -0.022
C 2.412 -1.427 4.143 -0.148
H 5.658 -2.269 3.758 0.117
H 5.231 -3.326 5.977 0.103
H 2.987 -3.141 7.008 0.102
H 1.192 -1.905 5.842 0.118
```

Summary:
Lowest unoccupied orbital energy (alpha / beta): -0.005 / -0.005 Ha
Spin multiplicity: 4
Frontier orbital gap (alpha / beta): 6.81 / 6.81 eV
Expectation value of S²: 3.75
Calculated total energy: -4539.94793 a.u.
Relative energy (zero: lowest compared OMol25 entry of this formula, charge and spin): 0.0000 eV

***

Record 2
The following is a quantum chemistry calculation of a molecular structure, C2H2ClF, from the OMol25 dataset.

XYZ file:
```
6
Properties=species:S:1:pos:R:3:nbo_charge:R:1
C -0.065 -0.162 -0.309 -0.503
C -0.202 -0.620 -1.534 0.271
F -0.742 -2.237 -1.485 -0.467
Cl -0.067 -0.213 -3.110 0.159
H 0.580 0.783 -0.139 0.259
H -0.486 -0.929 0.363 0.282
```

Summary:
Lowest unoccupied orbital energy: 0.023 Ha
Spin multiplicity: 1
Frontier orbital gap: 11.04 eV
Calculated total energy: -637.37512 a.u.
Relative energy (zero: lowest compared OMol25 entry of this formula, charge and spin): 1.6494 eV

***

Record 3
The following is a quantum chemistry calculation of 2 unconnected molecules or ions with the total composition C15H13F2NO2, from the OMol25 dataset.

XYZ file:
```
33
Properties=species:S:1:pos:R:3:nbo_charge:R:1
C 3.298 -1.353 0.575 -0.667
C 1.993 -1.523 -0.131 -0.272
N 1.672 -2.916 -0.115 0.451
O 0.870 -3.338 -1.003 -0.496
O 2.181 -3.673 0.758 -0.458
H 3.822 -0.464 0.197 0.206
H 3.116 -1.255 1.668 0.211
H 3.960 -2.236 0.428 0.249
H 1.924 -1.113 -1.147 0.210
F -4.865 0.494 -1.305 -0.329
C -3.789 -0.318 -1.022 0.386
C -3.937 -1.691 -1.155 -0.215
C -2.818 -2.472 -0.871 -0.208
C -1.624 -1.889 -0.496 -0.133
C -1.428 -0.477 -0.401 -0.054
C -0.124 -0.034 -0.004 0.051
C 0.261 1.315 0.273 -0.138
C 1.541 1.531 0.883 -0.132
C 2.033 2.797 1.160 -0.208
C 1.260 3.940 0.925 -0.220
C -0.018 3.742 0.417 0.388
F -0.825 4.839 0.219 -0.326
C -0.526 2.498 0.072 -0.210
C -2.606 0.308 -0.638 -0.243
H -4.890 -2.111 -1.478 0.242
H -2.888 -3.559 -0.958 0.236
H -0.792 -2.541 -0.271 0.258
H 0.542 -0.844 0.439 0.275
H 2.132 0.653 1.141 0.237
H 3.041 2.924 1.563 0.232
H 1.622 4.946 1.117 0.243
H -1.526 2.442 -0.339 0.219
H -2.612 1.379 -0.500 0.215
```

Summary:
Lowest unoccupied orbital energy: -0.106 Ha
Spin multiplicity: 1
Frontier orbital gap: 4.56 eV
Calculated total energy: -984.09447 a.u.
Relative energy (zero: lowest compared OMol25 entry of this formula, charge and spin): 7.7525 eV

***

Record 4
The following is a quantum chemistry calculation of a single C4H8N2O molecule, from the OMol25 dataset.

XYZ file:
```
15
Properties=species:S:1:pos:R:3:nbo_charge:R:1
C 1.291 -1.182 -0.890 -0.651
N -0.458 1.738 -0.306 -0.342
C 0.183 -0.985 0.108 0.142
C -1.257 0.649 -0.558 0.264
C 0.341 -1.258 1.410 -0.481
O -1.162 2.900 0.013 -0.531
N -1.041 -0.614 -0.384 -0.478
H -1.564 2.705 0.882 0.457
H 0.380 1.565 0.243 0.375
H -2.238 0.945 -0.972 0.184
H 1.660 -0.215 -1.246 0.213
H 2.136 -1.729 -0.459 0.221
H 0.932 -1.754 -1.752 0.227
H 1.289 -1.602 1.810 0.199
H -0.492 -1.165 2.100 0.200
```

Summary:
Lowest unoccupied orbital energy: 0.025 Ha
Spin multiplicity: 1
Frontier orbital gap: 9.44 eV
Calculated total energy: -341.86903 a.u.
Relative energy (zero: lowest compared OMol25 entry of this formula, charge and spin): 3.6631 eV

***

Record 5
The following is a quantum chemistry calculation of a single C5H12O molecule, from the OMol25 dataset.

XYZ file:
```
18
Properties=species:S:1:pos:R:3:nbo_charge:R:1
C -2.052 0.481 -0.003 -0.249
O -0.849 0.659 0.699 -0.548
C 0.314 0.029 0.153 0.257
C 0.283 -1.471 0.467 -0.636
C 0.446 0.268 -1.355 -0.646
C 1.473 0.693 0.893 -0.612
H -2.857 0.803 0.663 0.194
H -2.235 -0.567 -0.281 0.161
H -2.092 1.092 -0.916 0.164
H -0.615 -1.949 0.060 0.207
H 1.152 -1.979 0.037 0.210
H 0.290 -1.625 1.551 0.216
H -0.306 -0.285 -1.929 0.210
H 0.343 1.334 -1.589 0.216
H 1.432 -0.064 -1.697 0.217
H 1.481 1.769 0.696 0.215
H 1.359 0.544 1.971 0.216
H 2.433 0.268 0.580 0.205
```

Summary:
Lowest unoccupied orbital energy: 0.035 Ha
Spin multiplicity: 1
Frontier orbital gap: 10.61 eV
Calculated total energy: -272.93202 a.u.
Relative energy (zero: lowest compared OMol25 entry of this formula, charge and spin): 0.4528 eV

***

Record 6
The following is a quantum chemistry calculation of 17 unconnected molecules or ions with the total composition C34H102O17, from the OMol25 dataset.

XYZ file:
```
153
Properties=species:S:1:pos:R:3:lowdin_charge:R:1
C 0.689 -2.248 -1.552 -0.052
C 2.036 -1.621 -1.802 -0.283
O 1.891 -0.241 -1.580 -0.117
H 0.728 -3.307 -1.356 0.055
H 0.071 -2.055 -2.415 0.064
H 0.183 -1.771 -0.722 0.070
H 2.328 -1.767 -2.835 0.110
H 2.776 -2.001 -1.155 0.096
H 2.804 0.095 -1.776 0.075
C -2.220 4.725 -2.011 -0.065
C -0.862 3.972 -1.919 -0.282
O -0.116 4.030 -3.168 -0.098
H -2.816 4.166 -2.742 0.069
H -2.039 5.711 -2.514 0.086
H -2.629 4.823 -1.022 0.046
H -0.976 2.936 -1.617 0.080
H -0.223 4.408 -1.149 0.079
H -0.391 3.248 -3.676 0.050
C 3.810 2.581 1.613 -0.063
C 4.639 2.916 2.906 -0.295
O 5.063 1.725 3.482 -0.076
H 2.989 1.887 1.840 0.058
H 4.551 2.127 0.911 0.068
H 3.415 3.469 1.158 0.051
H 3.955 3.506 3.506 0.092
H 5.461 3.588 2.608 0.115
H 5.462 1.916 4.338 0.109
C 1.089 -0.971 5.424 -0.069
C 1.869 0.305 5.793 -0.262
O 1.162 1.520 5.395 -0.082
H 1.833 -1.792 5.581 0.094
H 0.743 -0.904 4.425 0.034
H 0.249 -1.116 6.100 0.072
H 2.886 0.277 5.429 0.083
H 1.994 0.335 6.892 0.111
H 0.451 1.204 4.869 0.032
C 0.080 -5.622 0.668 -0.080
C -1.439 -5.665 0.793 -0.343
O -1.816 -6.119 2.051 -0.062
H 0.509 -5.013 1.462 0.064
H 0.337 -5.112 -0.266 0.050
H 0.517 -6.593 0.788 0.067
H -1.876 -6.311 -0.014 0.124
H -1.830 -4.649 0.538 0.104
H -1.558 -5.477 2.711 0.080
C -4.269 -0.865 4.047 -0.077
C -2.752 -0.994 3.985 -0.310
O -2.176 -0.660 2.726 -0.104
H -4.798 -1.461 3.270 0.049
H -4.637 0.131 3.889 0.052
H -4.704 -1.102 5.021 0.078
H -2.560 -2.014 4.239 0.095
H -2.294 -0.342 4.747 0.109
H -2.547 -1.335 2.087 0.071
C 5.673 -0.301 -0.575 -0.095
C 5.830 0.500 -1.860 -0.296
O 4.640 0.285 -2.613 -0.113
H 5.638 -1.372 -0.808 0.082
H 4.708 -0.141 -0.108 0.039
H 6.517 -0.081 0.121 0.098
H 6.659 0.119 -2.438 0.107
H 5.953 1.563 -1.592 0.111
H 4.596 0.966 -3.332 0.096
C 2.776 3.109 -1.592 -0.062
C 3.184 3.978 -2.829 -0.219
O 3.804 3.185 -3.933 -0.108
H 2.293 3.822 -0.894 0.066
H 3.684 2.651 -1.166 0.052
H 1.974 2.340 -1.771 0.076
H 3.988 4.648 -2.523 0.104
H 2.385 4.569 -3.234 0.083
H 4.583 3.559 -4.313 0.053
C 0.252 5.032 1.650 -0.060
C 0.250 4.171 2.923 -0.301
O 1.583 3.819 3.235 -0.080
H 0.699 4.580 0.791 0.024
H 0.766 5.943 1.869 0.070
H -0.835 5.221 1.469 0.080
H -0.347 3.257 2.830 0.089
H -0.212 4.783 3.723 0.119
H 1.634 3.109 3.847 0.033
C 0.761 -4.123 -5.042 -0.079
C 0.543 -5.498 -5.721 -0.290
O -0.837 -5.846 -5.526 -0.085
H 0.396 -4.178 -4.028 0.044
H 0.301 -3.345 -5.628 0.061
H 1.846 -3.896 -4.879 0.087
H 1.162 -6.223 -5.236 0.097
H 0.917 -5.407 -6.726 0.097
H -1.011 -6.792 -5.503 0.081
C -3.413 -3.005 -3.491 -0.060
C -2.692 -3.895 -2.471 -0.278
O -3.321 -5.210 -2.409 -0.094
H -4.464 -3.127 -3.311 0.066
H -3.167 -3.283 -4.498 0.064
H -3.172 -1.951 -3.334 0.049
H -2.775 -3.535 -1.454 0.072
H -1.619 -3.999 -2.606 0.086
H -3.213 -5.634 -3.268 0.070
C -3.619 1.530 -0.379 -0.066
C -3.388 0.647 -1.585 -0.271
O -2.534 -0.501 -1.401 -0.137
H -2.667 2.070 -0.204 0.062
H -3.906 1.008 0.538 0.072
H -4.394 2.249 -0.585 0.071
H -2.956 1.233 -2.382 0.092
H -4.296 0.195 -1.984 0.113
H -1.640 -0.129 -1.156 0.073
C -3.989 3.574 3.429 -0.097
C -4.073 4.600 2.368 -0.322
O -3.858 5.945 2.896 -0.076
H -4.559 3.902 4.347 0.100
H -2.951 3.397 3.787 0.077
H -4.361 2.628 3.072 0.056
H -5.019 4.518 1.803 0.117
H -3.263 4.376 1.684 0.081
H -3.807 6.555 2.176 0.059
C -5.981 -1.861 0.812 -0.089
C -4.831 -2.667 0.285 -0.283
O -3.508 -2.120 0.577 -0.128
H -6.972 -2.361 0.617 0.097
H -6.033 -0.887 0.347 0.063
H -5.908 -1.705 1.903 0.047
H -4.998 -2.838 -0.790 0.107
H -4.881 -3.677 0.713 0.116
H -3.154 -1.713 -0.255 0.046
C 3.502 -3.065 2.756 -0.070
C 4.278 -1.764 2.308 -0.304
O 4.051 -0.858 3.380 -0.096
H 2.445 -2.900 2.942 0.052
H 4.006 -3.326 3.689 0.065
H 3.605 -3.962 2.110 0.071
H 3.922 -1.416 1.345 0.058
H 5.377 -1.969 2.090 0.124
H 4.504 -0.027 3.178 0.036
C 0.898 0.239 1.732 -0.043
C 0.019 1.225 0.885 -0.295
O -0.256 0.822 -0.400 -0.118
H 0.415 -0.752 1.760 0.076
H 0.814 0.579 2.770 0.054
H 1.892 0.104 1.380 0.039
H 0.530 2.219 0.793 0.103
H -0.919 1.470 1.430 0.107
H 0.574 0.574 -0.840 0.039
C 0.524 0.168 -5.574 -0.069
C -0.548 0.346 -4.475 -0.291
O -1.321 1.542 -4.625 -0.111
H 1.251 -0.625 -5.343 0.057
H 1.060 1.095 -5.671 0.061
H 0.057 -0.180 -6.602 0.111
H -0.049 0.417 -3.487 0.104
H -1.376 -0.375 -4.381 0.106
H -1.662 1.617 -5.527 0.096
```

Summary:
Lowest unoccupied orbital energy: 0.016 Ha
Spin multiplicity: 1
Frontier orbital gap: 10.24 eV
Calculated total energy: -2635.48194 a.u.
Relative energy (zero: lowest compared OMol25 entry of this formula, charge and spin): 2.0065 eV